Entry 1:
{"formula": "C28H28BF2MnN2S4", "method": "ωB97M-V/def2-TZVPD", "charge": 3, "e_above_lowest_kj_mol": 0.0, "multiplicity": 2, "e_lumo_ev": [-9.098, -9.076], "e_homo_ha": [-0.630, -0.629], "symbols": ["C", "C", "H", "C", "C", "C", "H", "F", "B", "H", "H", "H", "H", "H", "C", "H", "H", "C", "H", "H", "H", "S", "C", "C", "C", "C", "H", "H", "H", "C", "H", "C", "C", "C", "H", "Mn", "C", "C", "C", "C", "H", "C", "C", "S", "C", "C", "S", "C", "H", "H", "N", "C", "H", "N", "H", "C", "H", "S", "H", "F", "C", "H", "H", "H", "H", "C"], "coordinates": [[-2.0203, 3.3309, -0.0050], [-0.4004, -5.2185, 1.5765], [1.5154, -3.2447, 1.0934], [-1.6333, -0.6336, 1.1025], [-2.5341, 1.6547, -3.8805], [0.8913, 4.1287, 4.0047], [3.0940, 1.6404, 3.3239], [-2.9372, -1.3227, -0.9821], [-2.7815, -0.4869, 0.0446], [2.5494, 3.2997, 5.0825], [-0.7393, 1.0964, 3.9146], [-0.6379, 4.8441, 2.6711], [0.6542, 4.8543, 4.7717], [-3.7314, 4.1591, -1.9507], [-0.7831, 0.2767, 3.2086], [0.2061, -2.9207, 2.8429], [-4.0339, 3.1533, -4.2074], [2.7512, 0.2530, -1.8732], [-1.3959, -2.7636, -0.5160], [0.4293, -1.0487, 4.3776], [1.2072, -3.1926, -0.6584], [2.1295, 1.6473, -0.9844], [-0.7318, -0.0107, -3.3793], [-0.9760, -1.8691, 1.3954], [-0.2549, -1.9833, 2.5663], [1.8824, -0.7055, -2.4068], [5.6514, -0.7879, -3.2687], [4.1131, -2.4732, -4.2298], [-2.6300, 1.2083, -4.8617], [3.7350, -1.7108, -3.5610], [-2.3256, 4.3733, 0.0279], [2.3794, -1.6924, -3.2441], [-1.2627, -3.0778, 0.5121], [-3.1508, 3.2989, -2.2548], [0.1067, -4.8656, 2.4680], [-0.0804, 0.9978, -0.4612], [0.1469, 4.1143, 2.8269], [1.9544, 3.2561, 4.1802], [2.2683, 2.3286, 3.1925], [0.4372, 3.1758, 1.8551], [-0.5329, -4.7264, -0.3807], [-2.2339, 2.7460, -1.3920], [4.5977, -0.7667, -3.0247], [1.7745, 0.8653, 0.9601], [-0.1338, -0.9148, 3.4621], [1.1544, -3.8054, 0.2390], [0.1551, -0.7501, -1.9558], [4.1090, 0.2222, -2.1795], [-1.3307, -0.7991, -3.8315], [1.7580, -4.7005, 0.1106], [-0.2652, -4.2171, 0.4622], [-1.5469, 0.3877, 2.0537], [0.0592, -6.1517, 1.2581], [-1.4783, 1.6740, -1.7490], [-1.4529, -5.3863, 1.7871], [-1.6187, 1.1477, -2.9776], [1.7126, -2.4398, -3.6569], [-0.2132, 3.2005, 0.2110], [0.0160, 0.3055, -4.1071], [-3.6341, 0.5214, 0.1297], [-3.3130, 2.7382, -3.5155], [-2.5634, 2.7757, 0.7566], [-2.1480, 1.2765, 1.9189], [-2.1982, -3.5320, 0.8410], [4.7701, 0.9779, -1.7740], [1.4946, 2.2676, 2.0404]], "forces_ev_per_angstrom": [[0.042, -0.057, 0.033], [0.079, -0.131, 0.098], [-0.029, 0.003, 0.033], [-0.394, -0.489, -0.003], [-0.091, -0.006, -0.122], [0.002, 0.008, 0.011], [0.001, 0.022, 0.020], [0.012, 0.147, 0.161], [0.039, 0.077, -0.239], [-0.009, -0.004, -0.011], [-0.005, -0.036, 0.005], [0.021, -0.007, 0.000], [0.005, -0.013, -0.006], [-0.001, -0.010, -0.010], [0.087, -0.072, 0.060], [-0.006, 0.063, 0.021], [0.005, -0.004, -0.007], [0.197, 0.077, -0.025], [0.060, 0.000, -0.067], [-0.003, 0.001, -0.026], [-0.042, 0.002, 0.000], [-0.117, -0.150, -0.080], [-0.068, 0.036, 0.107], [0.048, -0.159, -0.177], [0.112, 0.093, 0.097], [-0.075, -0.057, 0.007], [-0.017, -0.011, -0.007], [0.008, 0.018, 0.014], [-0.005, 0.010, 0.017], [-0.002, -0.038, -0.026], [-0.019, 0.010, -0.029], [0.033, 0.027, 0.017], [-0.015, 0.206, 0.075], [-0.092, 0.064, -0.063], [-0.006, 0.041, -0.038], [0.365, 0.433, 0.043], [-0.002, 0.008, -0.002], [0.003, 0.003, -0.013], [-0.028, -0.021, -0.043], [0.004, -0.042, 0.031], [-0.064, -0.030, 0.011], [0.108, -0.049, 0.111], [-0.004, 0.035, 0.029], [-0.143, 0.035, 0.148], [-0.051, 0.000, -0.076], [0.082, 0.019, -0.045], [0.009, -0.054, 0.033], [-0.086, -0.042, -0.017], [-0.011, 0.011, -0.055], [-0.032, -0.031, -0.008], [-0.019, 0.008, 0.163], [0.061, 0.223, 0.008], [0.022, 0.031, -0.036], [-0.143, 0.009, 0.043], [-0.017, 0.026, -0.045], [0.106, -0.108, 0.075], [0.021, 0.002, -0.005], [-0.079, 0.053, -0.119], [0.022, 0.033, 0.012], [0.123, -0.097, 0.000], [0.003, 0.012, 0.019], [-0.015, 0.005, -0.020], [0.007, -0.021, 0.009], [-0.047, -0.015, -0.074], [0.000, -0.020, -0.016], [0.050, -0.074, -0.004]], "nbo_charge": [-0.547, -0.417, 0.235, -0.600, -0.212, -0.141, 0.250, -0.483, 1.293, 0.260, 0.252, 0.249, 0.260, 0.260, -0.232, 0.220, 0.265, -0.174, 0.252, 0.253, 0.226, 0.359, -0.556, 0.105, -0.249, -0.236, 0.262, 0.258, 0.258, -0.143, 0.275, -0.194, -0.268, -0.206, 0.230, 0.452, -0.209, -0.173, -0.164, -0.107, 0.443, 0.224, -0.160, 0.306, -0.118, -0.421, 0.339, -0.164, 0.273, 0.253, -0.333, -0.062, 0.253, -0.555, 0.247, 0.232, 0.241, 0.389, 0.279, -0.468, -0.072, 0.254, 0.218, 0.252, 0.254, -0.267]}

***

Entry 2:
{"formula": "C28H28BGaNO15", "method": "ωB97M-V/def2-TZVPD", "charge": -1, "e_above_lowest_kj_mol": 0.0, "multiplicity": 1, "e_lumo_ev": 0.272, "e_homo_ha": -0.147, "symbols": ["C", "H", "H", "C", "H", "H", "C", "C", "O", "H", "H", "C", "C", "O", "C", "C", "O", "C", "H", "H", "C", "O", "H", "H", "C", "O", "C", "C", "H", "C", "C", "C", "C", "N", "O", "C", "O", "H", "H", "H", "C", "O", "Ga", "H", "C", "H", "O", "O", "H", "C", "H", "H", "H", "O", "H", "H", "C", "C", "H", "O", "H", "H", "H", "B", "C", "C", "C", "H", "O", "O", "C", "H", "O", "C"], "coordinates": [[-0.1418, 2.7806, 0.1243], [-2.6151, -3.1942, -2.2072], [-4.2564, -0.6506, -0.0980], [-4.1179, 0.9982, 1.4885], [-0.7714, 0.6301, -1.4285], [1.0925, -4.4096, 3.4177], [-5.4260, 2.4310, 2.9234], [2.4294, 2.1930, -5.7431], [-0.2720, 4.6447, -5.4452], [4.3620, 1.9628, 1.0195], [1.0438, 1.2632, -2.6758], [-6.5933, 0.7313, 1.4450], [-1.4543, -2.4136, 1.9530], [1.4509, -4.0208, 4.2405], [-5.3867, 0.3599, 0.9857], [3.3984, 1.5769, 0.7221], [-5.2196, -0.5780, 0.0709], [-4.2209, 2.0643, 2.4752], [0.1171, 3.7807, 0.4666], [1.7191, 3.8221, -7.0064], [0.3572, 2.9158, -3.9259], [3.3490, 1.8297, -6.4555], [-3.3051, 2.5265, 2.8166], [-7.5106, 0.2800, 1.0949], [1.0413, 1.8609, 0.2162], [3.0243, 0.4365, -4.2399], [-0.4223, -0.0146, -0.6186], [-6.6909, 1.7748, 2.4431], [-1.5405, -3.1434, 2.7660], [4.3566, -3.1024, 2.1207], [0.5758, 3.6455, -5.2236], [1.2188, 1.7931, -3.6047], [4.6817, -2.3288, 4.4630], [-2.2298, -0.3363, -3.6917], [5.4420, -1.7557, 5.2240], [2.0544, -0.2869, -0.0238], [6.2861, -1.9211, 2.7430], [0.6129, -4.2922, 1.1981], [2.3531, 3.4266, 0.8951], [-0.9704, 2.4404, 0.7422], [3.0840, -3.6681, 2.5219], [-5.6104, 3.3951, 3.8245], [-0.4949, -2.0113, -1.1372], [4.1383, -0.4201, 0.4418], [1.5514, 3.3038, -6.0728], [-1.5351, -2.7060, -3.4681], [-3.0729, 0.5844, 1.0368], [-7.7430, 2.1662, 2.9237], [-6.5754, 3.4426, 3.9627], [2.1942, 1.4485, -4.4572], [2.0178, -1.3362, -0.2679], [-1.1375, 0.1186, 0.1895], [6.6079, -1.5329, 3.5788], [2.3433, -4.2679, 1.7662], [-0.8328, -1.5978, 2.3327], [3.6248, 0.4086, -5.0068], [2.2688, 2.3805, 0.6322], [5.1106, -2.4695, 3.0277], [-0.4909, 2.8481, -0.9000], [-0.5440, 3.3123, -3.2096], [0.9022, -2.4717, -1.8299], [3.0923, -2.7528, 5.8871], [-0.8633, 4.6596, -4.6668], [-0.7637, -3.0993, 0.6865], [3.3985, -2.8758, 4.8581], [0.9098, 0.5020, -0.1375], [2.6365, -3.5047, 3.9513], [4.6531, -3.2096, 1.0868], [-2.8722, -1.2415, -2.8491], [-2.4019, -0.5895, -4.8250], [-1.9784, -2.3770, -2.5279], [-2.4227, -1.9817, 1.7125], [-0.2968, -4.4128, 0.8768], [3.2810, 0.2352, 0.3906]], "forces_ev_per_angstrom": [[0.083, 0.109, 0.196], [-0.454, 0.131, 0.021], [0.017, -0.019, -0.101], [0.069, 0.220, 0.183], [-0.129, 0.061, -0.086], [-0.074, 0.033, 0.020], [0.254, 0.105, 0.073], [-0.157, 0.261, -0.161], [-0.007, -0.029, 0.089], [0.041, 0.213, 0.095], [0.034, -0.029, -0.026], [-0.163, 0.097, 0.122], [0.383, -0.612, 0.169], [0.123, -0.047, -0.178], [-0.246, -0.167, -0.183], [-0.127, -0.398, -0.208], [0.152, 0.119, 0.144], [0.130, -0.040, -0.042], [0.118, 0.134, -0.023], [-0.013, 0.011, 0.004], [0.193, -0.506, 0.304], [0.071, -0.126, 0.064], [-0.007, 0.002, 0.009], [0.016, -0.025, -0.016], [0.237, 0.266, 0.127], [0.057, 0.069, -0.111], [0.397, -0.555, -0.123], [-0.124, -0.321, -0.294], [-0.270, 0.015, 0.120], [-0.046, -0.125, -0.091], [0.028, 0.131, -0.257], [-0.135, 0.068, 0.125], [-0.337, -0.078, 0.231], [0.185, 0.127, 0.061], [0.157, 0.047, -0.099], [0.337, 0.115, 0.211], [-0.011, 0.003, 0.112], [-0.002, -0.535, -0.330], [-0.114, 0.138, -0.009], [-0.127, -0.204, -0.029], [0.204, 0.192, -0.182], [-0.086, -0.043, -0.026], [0.202, 0.076, 0.067], [0.151, -0.056, 0.026], [0.149, -0.047, -0.110], [-0.030, -0.045, -0.176], [-0.159, -0.006, 0.055], [0.038, 0.157, 0.125], [-0.061, -0.026, -0.009], [-0.105, -0.089, 0.235], [-0.188, -0.142, -0.178], [-0.033, 0.054, -0.024], [-0.007, 0.027, 0.047], [0.131, -0.072, 0.110], [0.066, 0.202, -0.157], [0.016, -0.005, -0.031], [0.045, -0.256, -0.005], [0.033, -0.031, -0.268], [-0.199, 0.022, -0.129], [-0.123, 0.263, -0.206], [-0.055, 0.009, -0.118], [-0.031, -0.007, -0.007], [-0.023, -0.035, 0.063], [-0.418, 0.373, -0.255], [0.150, 0.069, 0.097], [0.106, 0.253, 0.071], [-0.140, 0.066, 0.255], [-0.006, 0.026, -0.005], [-0.501, -0.227, 0.050], [-0.031, -0.011, -0.004], [0.767, 0.119, 0.126], [-0.166, 0.095, 0.003], [0.129, 0.367, 0.448], [-0.365, 0.071, 0.000]], "mulliken_charge": [-1.200, 0.329, 0.283, 0.610, 0.383, 0.332, 0.405, 0.917, -0.617, 0.399, 0.656, -0.903, -0.957, -0.600, 0.341, -0.897, -0.554, -1.150, 0.449, 0.417, 1.040, -0.658, 0.474, 0.440, 1.763, -0.555, 0.271, 1.088, 0.248, -0.952, 0.184, -0.452, 0.984, 0.351, -0.649, -0.679, -0.601, 0.269, 0.343, 0.015, 1.186, -0.604, 0.355, 0.543, -1.073, 0.420, -0.322, -0.658, 0.359, 0.014, 0.073, 0.041, 0.364, -0.752, 0.350, 0.365, -0.802, 0.389, 0.082, -0.724, -0.557, 0.432, 0.380, 0.535, -0.856, 0.180, 0.185, 0.440, -0.257, -0.428, -0.710, 0.105, -0.679, -0.939]}

***

Entry 3:
{"formula": "C28H28BN8PdSe", "method": "ωB97M-V/def2-TZVPD", "charge": -2, "multiplicity": 2, "e_lumo_ev": [4.550, 4.550], "e_homo_ha": [0.004, 0.026], "symbols": ["C", "C", "C", "N", "H", "N", "H", "C", "C", "H", "N", "N", "H", "C", "C", "H", "H", "C", "C", "H", "H", "H", "C", "H", "H", "H", "H", "C", "C", "H", "C", "H", "H", "C", "C", "C", "C", "H", "N", "H", "H", "C", "N", "H", "H", "H", "C", "Se", "C", "H", "H", "C", "H", "C", "H", "N", "B", "C", "C", "H", "C", "H", "C", "Pd", "C", "C", "N"], "coordinates": [[-0.1154, -5.3510, 5.4029], [0.6914, -4.2176, 3.4362], [0.7659, 6.0582, -0.0574], [-0.0825, 4.0274, 0.2004], [-2.7320, 3.4810, -0.4529], [-1.8443, 0.8116, 1.0913], [1.5881, 0.5463, 4.2652], [1.0855, 1.3189, 3.7131], [1.4372, -4.0281, -2.7865], [-0.1406, -6.2337, 6.0314], [-0.8402, 4.6397, -0.7259], [0.2987, 2.3314, 2.0030], [-0.6193, 3.9812, 2.9494], [0.6735, -5.3162, 4.2501], [-3.7701, 1.6894, 0.3940], [1.8955, -3.8137, -1.8222], [3.5313, 1.2429, -2.0563], [-0.3426, 5.8595, -0.8811], [-0.8868, -4.2332, 5.7206], [2.1841, -4.4169, -3.4790], [1.7562, -2.8729, -5.2093], [0.6818, -4.7937, -2.5984], [-0.1183, -3.0597, 3.7067], [-3.5790, -0.2767, 1.4527], [-1.4982, -4.2481, 6.6215], [-1.4990, -2.2700, 5.1769], [-0.7817, 6.5391, -1.5886], [-1.7400, -0.2043, -2.1691], [-2.7378, 2.5394, 0.0593], [-0.0705, -0.8123, -7.1570], [2.6233, 1.2023, -1.4855], [-2.5182, -0.8819, -1.8151], [1.3802, 6.9372, 0.0274], [0.7812, -2.7879, -3.3076], [0.4641, 2.4770, 4.1935], [-0.1789, -1.9872, 2.8583], [1.8713, 2.2594, -1.0260], [0.3938, 2.8159, 5.2091], [0.8832, 0.4276, -0.3286], [1.2930, -4.1975, 2.5371], [2.0255, 3.3154, -1.1380], [-0.0385, 3.0855, 3.0672], [0.8237, 1.7620, -0.3375], [2.1922, -0.9685, -1.1814], [0.9615, 0.4120, -6.4176], [-1.2299, 0.1764, -1.2826], [0.9049, 4.8624, 0.6153], [-0.5243, -2.7102, -0.7259], [-0.7606, -0.9514, -3.0088], [1.6446, -1.1512, -6.8776], [-0.9493, 0.3732, -4.6685], [-0.4626, -0.5169, -4.2852], [1.6310, 4.5567, 1.3441], [-3.1468, 0.6142, 1.0369], [-2.1937, 0.6294, -2.7092], [0.9780, 1.2478, 2.3940], [-0.1630, 2.5419, 0.5496], [-0.8887, -3.1252, 4.9179], [0.7644, -0.6596, -6.4664], [1.2800, -6.1840, 4.0007], [1.0530, -2.3290, -4.5848], [-4.8199, 1.8268, 0.2155], [0.4475, -1.1867, -5.0920], [0.0495, -0.7629, 1.2988], [1.9526, 0.0673, -1.0188], [-0.1244, -2.0930, -2.4902], [-1.5909, 1.9850, 0.4907]], "forces_ev_per_angstrom": [[-0.027, -0.443, 0.306], [0.121, 0.199, -0.423], [0.314, -0.081, 0.261], [0.475, 0.832, 0.115], [-0.024, 0.059, -0.043], [0.191, -0.231, 0.236], [0.008, -0.208, -0.052], [0.026, 0.245, -0.294], [0.009, 0.000, -0.039], [0.037, -0.003, 0.016], [-0.151, 0.089, -0.365], [0.163, 0.622, 0.390], [-0.088, 0.144, -0.012], [0.017, -0.110, 0.128], [-0.105, 0.161, -0.071], [0.066, -0.114, 0.097], [0.073, 0.027, -0.143], [-0.142, -0.441, 0.000], [0.080, -0.125, 0.126], [0.066, 0.000, -0.123], [0.076, -0.037, -0.006], [0.051, -0.061, 0.073], [-0.255, -0.683, -0.273], [0.047, -0.182, 0.053], [0.024, 0.062, -0.086], [-0.063, 0.058, 0.003], [-0.157, 0.061, -0.088], [-0.082, 0.135, 0.064], [-0.441, 0.082, -0.125], [0.028, 0.007, -0.056], [0.032, 0.126, 0.011], [-0.039, 0.037, 0.079], [0.048, 0.021, 0.056], [-0.103, -0.067, 0.252], [-0.061, 0.116, 0.114], [0.743, 2.073, -0.946], [0.156, 0.013, -0.095], [-0.073, 0.061, 0.166], [0.185, -0.115, -0.148], [0.042, -0.058, -0.041], [-0.062, 0.161, -0.054], [-0.132, 0.101, 0.154], [0.288, 0.460, -0.364], [-0.145, -0.135, 0.148], [0.034, 0.069, -0.098], [-0.225, -0.075, -0.054], [-0.191, 0.118, -0.095], [0.055, -0.023, 0.319], [-0.025, 0.010, 0.135], [0.064, -0.034, -0.089], [-0.049, 0.113, 0.001], [0.114, -0.042, -0.242], [0.048, -0.129, 0.111], [0.212, 0.197, -0.099], [0.026, 0.015, -0.070], [0.692, 0.206, 0.345], [0.006, -0.918, 0.313], [-0.203, 0.507, -0.076], [-0.081, -0.050, 0.105], [-0.004, 0.079, -0.055], [0.010, 0.216, -0.370], [-0.127, 0.056, -0.101], [0.080, -0.001, -0.051], [-1.123, -3.552, 1.168], [-0.027, 0.200, -0.140], [-0.132, -0.082, 0.273], [-0.371, 0.261, -0.232]], "nbo_charge": [-0.364, -0.257, -0.381, -0.348, 0.236, -0.289, 0.210, -0.052, -0.633, 0.177, -0.273, -0.357, 0.206, -0.204, -0.374, 0.237, 0.206, -0.075, -0.222, 0.177, 0.176, 0.223, -0.280, 0.211, 0.181, 0.193, 0.189, -0.641, -0.042, 0.194, -0.360, 0.229, 0.210, -0.097, -0.363, -0.130, -0.042, 0.201, -0.299, 0.212, 0.208, -0.063, -0.344, 0.227, 0.203, 0.246, -0.034, -0.425, -0.061, 0.196, 0.183, -0.232, 0.231, -0.044, 0.185, -0.265, 0.937, -0.253, -0.613, 0.183, -0.238, 0.201, -0.067, 0.509, -0.023, -0.071, -0.359]}